The following is a quantum chemistry calculation of 5 unconnected molecules or ions with the total composition C33H76BrClN5O7S, from the OMol25 dataset.

Computed properties:
Highest occupied orbital energy (hartree): -0.3900
Total charge: +1
DFT total energy (eV): -150627.111

Bonds (Å) are listed after each position.
Atoms and positions in Å:
1 C 0.5482 7.4927 1.2643  C2 1.535, H25 1.091, H26 1.088, H27 1.091
2 C -0.1002 6.3696 0.4434  C1 1.535, C3 1.542, H28 1.093, H29 1.094
3 C 0.9247 5.3554 -0.1029  C2 1.542, C4 1.526, H30 1.093, H31 1.093
4 C 1.0332 4.1270 0.7956  C3 1.526, C5 1.534, H32 1.097, H33 1.094
5 C 2.1205 3.1303 0.3739  C4 1.534, C6 1.536, H34 1.093, H35 1.092
6 C 1.6287 1.8988 -0.4011  C5 1.536, C7 1.535, H36 1.091, H37 1.087
7 C 0.6168 2.1810 -1.5204  C6 1.535, C8 1.536, H38 1.092, H39 1.088
8 C -0.3943 1.0598 -1.8042  C7 1.536, C9 1.524, H40 1.092, H41 1.093
9 C -1.4325 0.8004 -0.7188  C8 1.524, N10 1.498, H42 1.093, H43 1.085
10 N -2.4860 1.8635 -0.6642  C9 1.498, C11 1.297, C23 1.471
11 C -3.3431 2.1070 0.2779  N10 1.297, S12 1.813, C16 1.521
12 S -3.2366 1.2002 1.8446  C11 1.813, C13 1.757, O14 1.429, O15 1.429
13 C -4.5079 1.7219 2.9394  S12 1.757, H44 1.094, H45 1.084, H46 1.088
14 O -3.4749 -0.1624 1.4844  S12 1.429
15 O -1.9770 1.5572 2.4176  S12 1.429
16 C -4.3257 3.1849 -0.1540  C11 1.521, C17 1.532, C21 1.530, H47 1.099
17 C -5.7747 3.1798 0.3429  C16 1.532, C18 1.537, H48 1.085, H49 1.086
18 C -6.4026 4.5603 0.0931  C17 1.537, C19 1.544, H50 1.092, H51 1.091
19 C -7.9106 4.5890 0.4230  C18 1.544, O20 1.422, H52 1.091, H53 1.091
20 O -8.4303 3.2913 0.6849  C19 1.422, H54 0.959
21 C -4.1884 3.0499 -1.6716  C16 1.530, Cl22 1.800, C23 1.520, H55 1.082
22 Cl -5.0043 1.5438 -2.2241  C21 1.800
23 C -2.6983 2.7769 -1.7974  N10 1.471, C21 1.520, Br24 1.942, H56 1.081
24 Br -1.7859 4.4798 -1.5972  C23 1.942
25 H -0.1471 7.8542 2.0235  C1 1.091
26 H 0.8107 8.3410 0.6349  C1 1.088
27 H 1.4376 7.1377 1.7859  C1 1.091
28 H -0.6674 6.8260 -0.3715  C2 1.093
29 H -0.8169 5.8321 1.0714  C2 1.094
30 H 1.9010 5.8431 -0.1545  C3 1.093
31 H 0.6593 5.0742 -1.1254  C3 1.093
32 H 0.0588 3.6272 0.8583  C4 1.097
33 H 1.2580 4.4885 1.8034  C4 1.094
34 H 2.5965 2.7469 1.2799  C5 1.093
35 H 2.9136 3.6316 -0.1856  C5 1.092
36 H 1.2605 1.1690 0.3214  C6 1.091
37 H 2.4931 1.4307 -0.8660  C6 1.087
38 H 1.1946 2.3035 -2.4391  C7 1.092
39 H 0.0798 3.1158 -1.3767  C7 1.088
40 H -0.8808 1.1988 -2.7719  C8 1.092
41 H 0.1689 0.1280 -1.9030  C8 1.093
42 H -1.9732 -0.1214 -0.9474  C9 1.093
43 H -0.9667 0.6602 0.2514  C9 1.085
44 H -4.4391 0.9547 3.7164  C13 1.094
45 H -5.4934 1.6825 2.4907  C13 1.084
46 H -4.2480 2.6863 3.3699  C13 1.088
47 H -3.8828 4.1098 0.2422  C16 1.099
48 H -5.8336 2.9958 1.4106  C17 1.085
49 H -6.3589 2.4004 -0.1369  C17 1.086
50 H -5.8800 5.2675 0.7401  C18 1.092
51 H -6.2305 4.8541 -0.9438  C18 1.091
52 H -8.4460 5.0534 -0.4065  C19 1.091
53 H -8.0908 5.2292 1.2877  C19 1.091
54 H -9.1284 3.1030 0.0543  O20 0.959
55 H -4.5688 3.8589 -2.2810  C21 1.082
56 H -2.4175 2.3615 -2.7548  C23 1.081
57 C 4.8272 -2.2941 2.3314  C58 1.521, H63 1.090, H64 1.090, H65 1.090
58 C 5.4207 -1.2541 1.3927  C57 1.521, C59 1.537, N62 1.465, H66 1.094
59 C 4.4291 -0.1549 0.9807  C58 1.537, O60 1.415, H67 1.094, H68 1.100
60 O 3.4674 -0.5356 0.0146  C59 1.415, C61 1.424
61 C 2.3876 -1.3175 0.5139  O60 1.424, H69 1.092, H70 1.089, H71 1.093
62 N 6.0125 -1.9324 0.2374  C58 1.465, H72 1.016, H73 1.017
63 H 4.2055 -3.0138 1.7993  C57 1.090
64 H 5.6210 -2.8554 2.8247  C57 1.090
65 H 4.2225 -1.8148 3.1019  C57 1.090
66 H 6.2305 -0.7539 1.9325  C58 1.094
67 H 4.9990 0.6500 0.5076  C59 1.094
68 H 3.9327 0.2723 1.8646  C59 1.100
69 H 2.0978 -1.0273 1.5260  C61 1.092
70 H 2.6287 -2.3791 0.4873  C61 1.089
71 H 1.5344 -1.1650 -0.1514  C61 1.093
72 H 6.5293 -1.2629 -0.3249  N62 1.016
73 H 5.2530 -2.2435 -0.3632  N62 1.017
74 C -0.8475 -3.3903 4.8742  C75 1.526, H80 1.090, H81 1.085, H82 1.092
75 C -1.0504 -1.8805 4.9617  C74 1.526, C76 1.533, N79 1.464, H83 1.096
76 C -2.0957 -1.4328 5.9899  C75 1.533, O77 1.416, H84 1.094, H85 1.098
77 O -3.4410 -1.6237 5.5924  C76 1.416, C78 1.417
78 C -3.9383 -2.9415 5.7496  O77 1.417, H86 1.093, H87 1.092, H88 1.089
79 N -1.3469 -1.3649 3.6238  C75 1.464, H89 1.016, H90 1.017
80 H -1.6445 -3.8801 4.3140  C74 1.090
81 H 0.0797 -3.6025 4.3514  C74 1.085
82 H -0.7956 -3.8453 5.8653  C74 1.092
83 H -0.1007 -1.4378 5.2835  C75 1.096
84 H -1.9926 -0.3521 6.1232  C76 1.094
85 H -1.9147 -1.8990 6.9668  C76 1.098
86 H -3.5274 -3.4156 6.6452  C78 1.093
87 H -3.7199 -3.5632 4.8784  C78 1.092
88 H -5.0200 -2.8715 5.8561  C78 1.089
89 H -1.3686 -0.3501 3.6569  N79 1.016
90 H -2.2979 -1.6335 3.3842  N79 1.017
91 C 1.7993 -4.4834 -1.8812  C92 1.526, H97 1.091, H98 1.092, H99 1.091
92 C 2.8450 -5.0039 -0.8999  C91 1.526, C93 1.532, N96 1.463, H100 1.096
93 C 3.3562 -6.4166 -1.2009  C92 1.532, O94 1.413, H101 1.093, H102 1.098
94 O 2.4545 -7.4566 -0.8813  C93 1.413, C95 1.414
95 C 1.4397 -7.7005 -1.8353  O94 1.414, H103 1.094, H104 1.093, H105 1.089
96 N 2.2964 -4.8546 0.4479  C92 1.463, H106 1.017, H107 1.017
97 H 0.8192 -4.9191 -1.6844  C91 1.091
98 H 1.6970 -3.4009 -1.7834  C91 1.092
99 H 2.0748 -4.7008 -2.9148  C91 1.091
100 H 3.7182 -4.3444 -0.9628  C92 1.096
101 H 4.2336 -6.5959 -0.5747  C93 1.093
102 H 3.6799 -6.5002 -2.2467  C93 1.098
103 H 1.8081 -7.5536 -2.8553  C95 1.094
104 H 0.5653 -7.0654 -1.6720  C95 1.093
105 H 1.1298 -8.7385 -1.7218  C95 1.089
106 H 3.0102 -5.0630 1.1414  N96 1.017
107 H 1.5871 -5.5664 0.6024  N96 1.017
108 C 2.2600 0.0253 -5.9174  C109 1.526, H114 1.090, H115 1.090, H116 1.091
109 C 3.3038 -0.5340 -4.9554  C108 1.526, C110 1.537, N113 1.469, H117 1.094
110 C 3.8786 -1.8964 -5.3741  C109 1.537, O111 1.414, H118 1.093, H119 1.098
111 O 3.0075 -2.9870 -5.1505  C110 1.414, C112 1.414
112 C 1.9873 -3.1736 -6.1119  O111 1.414, H120 1.094, H121 1.093, H122 1.090
113 N 2.7352 -0.5588 -3.6006  C109 1.469, H123 1.016, H124 1.017
114 H 1.2881 -0.4488 -5.7797  C108 1.090
115 H 2.1247 1.0922 -5.7400  C108 1.090
116 H 2.5628 -0.1087 -6.9572  C108 1.091
117 H 4.1455 0.1651 -4.9469  C109 1.094
118 H 4.7550 -2.0997 -4.7539  C110 1.093
119 H 4.2163 -1.8811 -6.4186  C110 1.098
120 H 2.3386 -2.9332 -7.1197  C112 1.094
121 H 1.1001 -2.5768 -5.8858  C112 1.093
122 H 1.7019 -4.2248 -6.0829  C112 1.090
123 H 3.4577 -0.7919 -2.9246  N113 1.016
124 H 2.0845 -1.3397 -3.5570  N113 1.017